No. 1
336
Properties=species:S:1:pos:R:3 method="wB97M-V/def2-TZVPD" gap_ev=8.61 de_lowest_ev=0.465 charge=0
C 3.4201 0.8585 -6.7063
O 4.3873 0.1957 -6.2829
N 2.8475 0.5972 -7.9122
N 2.8229 1.8560 -5.9199
H 2.9528 -0.4106 -8.0742
H 1.9827 1.0445 -8.1387
H 3.1690 1.9143 -4.9540
H 1.9193 2.1407 -6.1739
C -0.4784 0.6976 -6.6609
O 0.1514 1.5391 -7.2885
N -1.7463 0.9661 -6.1998
N 0.0525 -0.5137 -6.3718
H -2.3649 0.2137 -5.9020
H -2.1653 1.6985 -6.7579
H -0.3960 -1.1737 -5.7421
H 1.0872 -0.5601 -6.2694
C 5.5639 -3.4034 -4.0884
O 6.0580 -3.7683 -3.0317
N 6.2098 -2.3914 -4.7582
N 4.4618 -3.9529 -4.6836
H 5.6549 -1.8258 -5.3570
H 6.8107 -1.9064 -4.1032
H 4.0712 -4.6998 -4.0896
H 3.8087 -3.3626 -5.1813
C 1.8510 -2.0059 -3.9445
O 1.6751 -2.4706 -5.0608
N 1.3065 -2.6938 -2.8345
N 2.4798 -0.8025 -3.6522
H 1.5797 -2.2882 -1.9190
H 1.6197 -3.6769 -2.8740
H 2.9232 -0.7644 -2.7448
H 2.9127 -0.3760 -4.4722
C 4.9508 1.8779 -2.7178
O 3.6957 2.0682 -2.7101
N 5.5467 1.2937 -3.6936
N 5.6461 2.3886 -1.6722
H 6.4961 1.0687 -3.5165
H 5.0007 0.7298 -4.3258
H 5.1780 3.1027 -1.1609
H 6.5886 2.1650 -1.4488
C 3.4611 -5.7171 -1.3569
O 2.9215 -5.5419 -2.4477
N 4.6547 -5.2192 -0.9719
N 2.7268 -6.3114 -0.3907
H 5.2700 -4.8104 -1.7094
H 5.0293 -5.4998 -0.0681
H 1.7513 -6.4257 -0.5648
H 3.0543 -5.9979 0.5271
C -4.0749 3.2473 -1.6226
O -4.5557 3.7876 -0.3698
C -5.6818 3.2335 0.2730
C -6.8950 3.2923 -0.5761
N -7.3297 4.5607 -1.1623
C -7.2559 5.7626 -0.2568
C -8.4747 5.8400 0.6343
O -8.5490 4.7380 1.4889
C -9.7724 3.9765 1.2875
H -4.8848 2.9189 -2.2301
H -3.3456 2.4155 -1.4145
H -3.4626 4.1057 -1.9776
H -5.8594 3.7009 1.2121
H -5.5717 2.1958 0.5709
H -7.6774 2.8538 0.0271
H -6.6112 2.6310 -1.3808
H -6.6874 4.7990 -1.9533
H -7.2558 6.6668 -0.9387
H -6.3097 5.7279 0.3262
H -9.4214 5.8312 0.0536
H -8.4216 6.8008 1.2013
H -9.9468 3.7946 0.2351
H -10.5801 4.5232 1.7660
H -9.6626 3.0153 1.7970
C -0.6538 -4.1861 -5.0882
O -1.7071 -3.3176 -5.2993
C -2.0542 -3.2152 -6.6466
C -3.5749 -2.9927 -6.6390
N -3.9738 -1.6913 -6.0060
C -5.4207 -1.3790 -6.1428
C -5.7216 0.0698 -6.1277
O -5.7581 0.5670 -4.7948
C -6.1430 1.8808 -4.7060
H 0.2202 -4.0067 -5.7954
H -0.9341 -5.1953 -5.4022
H -0.3020 -4.1374 -4.0825
H -1.8499 -4.0896 -7.1559
H -1.4418 -2.4721 -7.1210
H -3.9744 -3.8487 -6.1112
H -3.9271 -2.9714 -7.6564
H -3.6965 -1.7190 -4.9973
H -5.9008 -1.9139 -5.3117
H -5.8124 -1.7678 -7.1100
H -6.7314 0.1573 -6.6096
H -4.9539 0.6366 -6.6712
H -6.3795 2.0303 -3.6477
H -7.0726 2.1219 -5.2692
H -5.3293 2.6191 -5.0332
C 4.6539 1.1011 4.6537
O 3.4124 1.4884 4.1168
C 2.9950 2.7698 4.6005
C 3.6883 3.9692 3.8622
N 3.1491 4.2981 2.5931
C 3.3877 3.3493 1.5193
C 2.9651 3.9406 0.1662
O 3.9330 4.8485 -0.3482
C 3.6185 5.3884 -1.6252
H 5.0877 0.3063 3.9422
H 4.5179 0.7363 5.6900
H 5.2558 1.9475 4.7702
H 3.3383 2.7401 5.6234
H 1.9120 2.8593 4.5921
H 4.7336 3.7356 3.8246
H 3.5950 4.8687 4.4993
H 3.4981 5.2105 2.3258
H 2.9329 2.4323 1.7173
H 4.4424 3.1254 1.5318
H 1.9422 4.2781 0.2163
H 3.0814 3.0929 -0.5504
H 4.5282 5.9870 -1.8210
H 2.7465 5.9944 -1.5481
H 3.4732 4.5168 -2.3431
C 3.5989 -2.3196 3.0493
O 3.9452 -2.5019 4.3964
C 2.7973 -2.3385 5.3090
C 3.5075 -2.2502 6.7173
N 4.0370 -3.5450 6.9357
C 4.4427 -3.8385 8.2760
C 4.9407 -5.2592 8.4372
O 5.8983 -5.5342 7.4105
C 6.7506 -6.6618 7.7075
H 3.9588 -3.1065 2.3306
H 4.0115 -1.3491 2.6933
H 2.4688 -2.1868 2.9938
H 2.1470 -3.1931 5.1492
H 2.2640 -1.4249 5.0197
H 2.8231 -2.0243 7.5710
H 4.2294 -1.4257 6.5460
H 4.7055 -3.8978 6.2745
H 3.5079 -3.8366 8.8933
H 5.1800 -3.1342 8.6612
H 4.1243 -5.9972 8.3621
H 5.3285 -5.3470 9.4106
H 6.1916 -7.6125 7.8631
H 7.2355 -6.5021 8.6702
H 7.4396 -6.7901 6.9092
C -2.2833 0.1820 -3.0115
O -1.4108 0.3694 -1.9937
C -0.0027 0.5384 -2.4042
C 0.9129 0.7417 -1.2348
N 1.1450 -0.5445 -0.5903
C 2.0762 -0.3482 0.5031
C 3.4724 0.0801 0.0103
O 4.0845 -0.8094 -0.9154
C 4.3710 -2.1236 -0.3467
H -2.0283 -0.7724 -3.5148
H -2.3161 1.0244 -3.7069
H -3.2796 0.1769 -2.6032
H -0.0208 1.4367 -3.0096
H 0.2466 -0.3483 -2.9863
H 0.5677 1.5132 -0.6159
H 1.8986 1.0436 -1.5869
H 0.2700 -0.8722 -0.2469
H 2.1613 -1.2650 1.1749
H 1.7286 0.4365 1.2496
H 4.1719 0.3260 0.8371
H 3.4039 1.0189 -0.4905
H 3.4275 -2.6491 -0.1884
H 5.0074 -2.0665 0.5601
H 4.9798 -2.7578 -0.9644
C -2.7126 0.8652 1.1188
O -1.9793 1.4841 2.1352
C -0.9669 0.5950 2.7179
C 0.0490 1.5454 3.3789
N -0.4240 2.2281 4.5855
C -0.8216 1.2841 5.6735
C -0.6836 1.9042 7.0147
O -1.2803 3.1829 6.8984
C -1.3384 3.8822 8.1369
H -2.0203 0.5572 0.2505
H -3.4780 1.4781 0.7281
H -3.1079 -0.1212 1.4809
H -0.6017 -0.0269 1.9281
H -1.5035 -0.0628 3.4264
H 0.4238 2.2870 2.6669
H 1.0086 1.0193 3.6390
H -1.2026 2.8956 4.3716
H -0.1842 0.4155 5.7917
H -1.8102 0.8933 5.5675
H 0.3885 2.0017 7.2139
H -1.1511 1.3419 7.8446
H -0.2743 4.1064 8.4452
H -1.7258 3.2252 8.9301
H -1.9299 4.7357 7.9758
C -5.5972 -0.4443 -0.3793
O -7.0077 -0.6648 -0.5392
C -7.3836 -0.6745 -1.8832
C -8.9190 -1.0082 -1.8774
N -9.7099 -0.1204 -0.9973
C -11.0762 -0.6326 -0.7445
C -11.7451 0.2102 0.3216
O -10.7946 0.4293 1.3743
C -11.4460 0.5065 2.5832
H -5.0900 -1.4055 -0.4075
H -5.4865 -0.0733 0.6441
H -5.2517 0.3618 -1.0573
H -6.7882 -1.4000 -2.4815
H -7.2154 0.3244 -2.2565
H -8.9331 -2.0356 -1.5413
H -9.2895 -0.9477 -2.9338
H -9.2212 -0.0282 -0.0485
H -11.0218 -1.7071 -0.3606
H -11.6154 -0.6506 -1.6917
H -12.6001 -0.2460 0.7907
H -12.0754 1.2133 -0.0636
H -12.2567 1.2225 2.7300
H -10.7454 0.6063 3.3712
H -11.8399 -0.5160 2.6920
C -7.0881 3.6375 4.4093
O -6.3089 3.6161 5.6853
C -4.8661 3.9361 5.4883
C -4.2308 2.7298 4.7771
N -4.4763 1.4296 5.4520
C -4.1612 0.2476 4.5916
C -5.0897 0.0094 3.4372
O -6.4402 -0.1586 3.9394
C -7.3229 -0.3580 2.8143
H -6.9120 2.7613 3.7678
H -6.8404 4.5667 3.8967
H -8.0928 3.7633 4.7422
H -4.4688 4.0885 6.4861
H -4.7767 4.8971 4.9810
H -3.1661 2.7141 4.6584
H -4.6294 2.6233 3.7186
H -5.4475 1.3893 5.7855
H -4.1380 -0.5015 5.3592
H -3.0842 0.3109 4.2675
H -4.7510 -0.9628 2.8793
H -5.0824 0.8842 2.7344
H -6.9533 -1.1268 2.1544
H -7.4151 0.6025 2.2854
H -8.3222 -0.6718 3.1706
C 8.8876 0.1340 -3.6787
O 8.1717 0.5771 -2.5364
C 7.8542 -0.4178 -1.5571
C 8.8476 -0.5345 -0.3861
N 9.5122 0.7237 -0.0290
C 8.6442 1.5824 0.7882
C 8.7334 3.0617 0.4262
O 7.8285 3.7473 1.3775
C 7.8756 5.1258 1.1424
H 8.5796 0.8342 -4.4494
H 8.5545 -0.8903 -3.8945
H 9.9590 0.1205 -3.4497
H 7.6635 -1.3486 -2.0905
H 6.8148 -0.2182 -1.1766
H 9.5651 -1.3507 -0.6864
H 8.3909 -1.0155 0.4638
H 10.3607 0.6504 0.4667
H 8.9612 1.4921 1.8925
H 7.6103 1.1139 0.7751
H 8.3753 3.2166 -0.6436
H 9.7549 3.4435 0.5852
H 8.8163 5.5316 1.5172
H 7.0529 5.5436 1.7017
H 7.7825 5.3152 0.0764
C -0.3894 -3.0311 1.7131
O -0.8398 -2.6467 0.4018
C -1.1596 -3.7965 -0.4323
C -1.8599 -3.2636 -1.6307
N -3.1304 -2.6798 -1.4518
C -4.0184 -2.7290 -2.6036
C -5.1668 -3.7113 -2.3796
O -5.8494 -3.6974 -3.5933
C -6.8914 -4.6603 -3.7434
H -0.0504 -2.1399 2.2689
H 0.3793 -3.8058 1.7547
H -1.2502 -3.5169 2.2643
H -1.7378 -4.4329 0.2372
H -0.1948 -4.3095 -0.6725
H -1.9225 -4.0543 -2.3634
H -1.1903 -2.5149 -2.1657
H -3.0012 -1.7192 -1.1038
H -3.4542 -2.9657 -3.4646
H -4.4906 -1.7555 -2.7729
H -5.8027 -3.3996 -1.4877
H -4.7954 -4.7891 -2.1849
H -7.5640 -4.7477 -2.8350
H -6.4445 -5.7423 -3.8767
H -7.4974 -4.4647 -4.6036
C 8.8992 -7.5239 -2.5626
O 8.2344 -6.4805 -1.8301
C 9.1225 -5.3968 -1.6577
C 8.5095 -4.2596 -0.7870
N 8.0479 -4.7562 0.5572
C 7.5073 -3.7465 1.4712
C 6.7180 -4.3892 2.5414
O 5.5810 -5.0594 2.0688
C 4.7452 -5.5863 3.0689
H 9.6779 -8.0810 -1.9926
H 9.3767 -7.1959 -3.4938
H 8.0999 -8.2376 -2.7994
H 9.3609 -4.9310 -2.6369
H 9.9744 -5.7190 -1.1554
H 7.6768 -3.7641 -1.3901
H 9.3759 -3.5972 -0.6690
H 7.3755 -5.4858 0.3913
H 6.9843 -2.9611 0.8682
H 8.3157 -3.2024 1.9787
H 6.5723 -3.7146 3.3388
H 7.3115 -5.1655 3.0040
H 4.5219 -4.7461 3.7382
H 5.1769 -6.4520 3.5030
H 3.7883 -5.8031 2.5023
C -1.9660 6.0160 3.3940
O -1.1429 5.3199 2.5080
C -1.8784 4.5169 1.6702
C -1.0220 3.8791 0.5242
N -0.4405 4.9437 -0.2509
C -1.1236 5.3792 -1.4102
C -0.9095 4.3814 -2.5135
O -1.5105 4.8969 -3.7080
C -1.7694 3.8691 -4.6768
H -1.3668 6.7945 3.8424
H -2.4189 5.3825 4.3013
H -2.7557 6.4694 2.8357
H -2.7521 5.0691 1.1937
H -2.3430 3.7247 2.2767
H -1.5667 3.1821 -0.0874
H -0.2286 3.2426 0.9956
H -0.3857 5.6925 0.5068
H -0.7971 6.4139 -1.7249
H -2.1892 5.5336 -1.3003
H -1.2391 3.3912 -2.2779
H 0.1594 4.3366 -2.7080
H -2.5429 3.1534 -4.3110
H -0.7994 3.2848 -4.7797
H -1.9657 4.3707 -5.6210

***

No. 2
83
Properties=species:S:1:pos:R:3 method="wB97M-V/def2-TZVPD" gap_ev="2.41 / 8.94" spin_multiplicity=4 s_squared=3.76 charge=-1
Ni 0.3671 0.7302 -0.4539
C -0.5497 1.4129 -4.6104
F -1.4600 0.5833 -4.4649
F -0.3780 1.6225 -5.9188
F -0.9935 2.4675 -4.0153
S 1.2176 0.8770 -3.8126
O 1.2767 -0.5614 -3.9377
O 2.2976 1.4605 -4.5663
N 1.0870 1.4951 -2.1653
S 1.5929 3.0345 -2.3397
O 1.1979 3.7441 -3.5889
O 1.2337 3.7552 -1.1264
C 3.5417 2.9194 -2.2341
F 4.0020 3.7443 -1.2495
F 3.8600 1.6875 -1.9362
F 4.0673 3.3230 -3.4412
As 2.9134 1.9457 2.1861
F 1.5811 2.7977 3.1331
F 4.1578 2.2940 3.4472
F 4.0452 0.9289 1.2129
F 1.6452 1.5926 0.8974
F 3.3440 3.5010 1.3992
F 2.3890 0.3117 3.0087
O -3.0661 3.2392 -1.9886
S -2.5980 2.7182 -0.6684
O -1.4663 1.7680 -0.5173
O -2.5356 3.9887 0.4432
C -1.8958 3.6551 1.6740
C -1.1162 4.8558 2.2230
C -4.1221 2.0056 0.0590
H -1.1128 2.8969 1.6753
H -2.7002 3.3989 2.3635
H -1.6716 5.7818 2.0742
H -0.2851 5.1493 1.5816
H -0.7582 4.7785 3.2496
H -4.9454 2.6591 -0.2295
H -3.9554 1.9348 1.1339
H -4.4298 1.0087 -0.2565
O 1.5648 -0.8401 -0.0710
S 1.9740 -2.2649 0.0121
O 1.1430 -3.4600 -0.4189
O 3.4281 -2.4284 -0.8037
C 4.2099 -1.2526 -1.1388
C 5.0614 -1.3545 -2.3831
C 2.4833 -2.5916 1.7578
H 4.8491 -1.0820 -0.2726
H 3.5430 -0.4077 -1.3107
H 4.4895 -1.7186 -3.2367
H 5.8722 -2.0546 -2.1818
H 5.5834 -0.4131 -2.5548
H 3.5668 -2.5405 1.8646
H 2.1927 -3.6236 1.9545
H 2.0108 -1.8651 2.4188
O -0.5178 0.2556 1.2800
S -1.4432 -0.3248 2.2573
O -2.8610 -0.3377 2.0079
O -0.8175 -1.7821 2.4073
C -1.4761 -2.7899 3.1161
C -0.2933 -3.5287 3.7804
C -1.0277 0.3014 3.9480
H -1.9574 -3.5288 2.4755
H -2.1418 -2.4015 3.8868
H 0.3724 -2.8482 4.3113
H 0.3193 -3.8039 2.9219
H -0.5715 -4.4493 4.2934
H -1.5063 -0.2821 4.7345
H -1.3421 1.3440 3.9001
H 0.0385 0.2758 4.1727
O -3.0924 -0.5987 -2.1744
S -2.0291 -1.4468 -1.6383
O -0.8194 -0.6889 -1.1953
O -2.6212 -2.3772 -0.3486
C -3.9031 -2.8612 -0.4545
C -3.7731 -4.3561 -0.5922
C -1.5450 -2.8345 -2.8333
H -4.3993 -2.5301 -1.3668
H -4.4907 -2.5471 0.4082
H -4.7761 -4.7515 -0.7531
H -3.3747 -4.8505 0.2937
H -3.3639 -4.7567 -1.5196
H -1.4691 -2.3123 -3.7871
H -2.2789 -3.6278 -2.9750
H -0.5877 -3.1687 -2.4334

***

No. 3
72
Properties=species:S:1:pos:R:3 method="wB97M-V/def2-TZVPD" gap_ev=10.41 de_lowest_ev=2.683 smiles=CC(C)O.CC(C)O.CC(C)O.CC(C)O.CC(C)O.CC(C)O charge=0
C -3.5631 2.1854 -10.3464
C -2.9172 1.3730 -9.1933
C -1.3740 1.4708 -9.0226
O -3.3747 1.8464 -7.9421
H -4.6207 1.9544 -10.4734
H -3.1038 2.0206 -11.3211
H -3.4834 3.2513 -10.1332
H -3.2684 0.3466 -9.3002
H -0.9959 2.4455 -9.3309
H -0.9532 0.8102 -9.7806
H -1.0730 1.0568 -8.0602
H -2.7878 1.5138 -7.2591
C -6.5739 1.6153 -0.6255
C -7.9925 1.8426 -1.0435
C -9.0319 1.4084 0.0552
O -8.2079 3.2593 -1.2367
H -5.8823 2.1208 -1.2994
H -6.3776 0.5449 -0.5631
H -6.2931 1.9271 0.3805
H -8.1157 1.3406 -2.0031
H -8.8376 1.8588 1.0285
H -8.7991 0.3670 0.2775
H -10.0784 1.6296 -0.1550
H -7.9805 3.3843 -2.1610
C 4.7182 -1.2405 -3.7457
C 4.8326 0.0981 -4.5010
C 4.9994 -0.1199 -6.0269
O 3.6022 0.8160 -4.3089
H 3.7770 -1.7813 -3.8437
H 4.8496 -1.0965 -2.6733
H 5.5506 -1.9005 -3.9899
H 5.6805 0.6763 -4.1340
H 5.1965 0.7785 -6.6118
H 4.1171 -0.6139 -6.4339
H 5.6902 -0.8901 -6.3701
H 3.6813 1.7521 -4.5065
C -1.4538 -2.4370 -4.0365
C -1.7259 -1.2746 -3.0566
C -0.9981 -1.3096 -1.6907
O -1.2853 -0.1054 -3.6656
H -1.7876 -2.2268 -5.0526
H -2.0475 -3.3237 -3.8141
H -0.3882 -2.6381 -4.1465
H -2.7938 -1.1800 -2.8598
H -1.2817 -2.2868 -1.2997
H -1.2260 -0.5537 -0.9391
H 0.0798 -1.1827 -1.7915
H -0.3285 -0.1572 -3.7231
C -2.9496 -2.3853 5.3145
C -2.5761 -1.0206 4.7192
C -3.4505 0.0965 5.1072
O -1.2731 -0.6400 5.1499
H -3.9596 -2.6769 5.0262
H -2.8409 -2.3733 6.3990
H -2.3192 -3.1848 4.9253
H -2.5033 -1.0382 3.6317
H -3.0793 1.0108 4.6442
H -3.5440 0.2938 6.1752
H -4.4753 -0.1413 4.8221
H -1.3348 -0.3600 6.0661
C -5.5670 -8.2948 -2.8511
C -5.7931 -9.4824 -1.8727
C -5.0178 -9.3095 -0.5460
O -7.1160 -9.6640 -1.6180
H -5.5733 -7.3067 -2.3911
H -6.3734 -8.4078 -3.5758
H -4.6480 -8.2630 -3.4363
H -5.4305 -10.4079 -2.3199
H -5.2622 -8.3757 -0.0396
H -3.9538 -9.2308 -0.7692
H -5.3145 -10.0857 0.1594
H -7.3543 -8.8472 -1.1733